# 1
18
Properties=species:S:1:pos:R:3 method="wB97M-V/def2-TZVPD" largest_force_ev_per_a=2.882 energy_ha=-2396.2070 e_above_lowest_ev=0.9809 smiles=S.S.S.S.S.S orbital_gap_ev=10.3 e_homo_ev=-9.775
S -2.00600 2.76234 2.81358
H -1.70396 1.95586 3.86198
H -1.12452 3.72666 2.62790
S 1.62298 -0.23080 5.03872
H 0.80443 -0.53091 3.94601
H 1.14842 1.04001 5.40539
S -5.54419 -3.83353 -0.48910
H -4.99301 -4.75259 -1.20890
H -5.06748 -2.68840 -1.25720
S 6.81232 0.67483 0.36260
H 7.00020 1.48691 1.33221
H 6.86048 1.80333 -0.49969
S -0.95953 -4.41812 -4.68772
H -1.87657 -3.68413 -5.42971
H -1.74663 -5.55716 -4.47929
S 0.00408 4.91520 -2.90535
H 1.25738 5.47932 -2.92587
H 0.56672 3.80236 -3.49635

# 2
64
Properties=species:S:1:pos:R:3 method="wB97M-V/def2-TZVPD" largest_force_ev_per_a=0.482 energy_ha=-3353.7801 multiplicity=5 orbital_gap_ev="4.9 / 7.1" e_homo_ev="-5.965 / -8.075" s_squared=6.34
Co 0.06811 -0.07581 -0.21863
C -2.79293 -2.59400 1.61958
C -2.37254 -1.87846 0.49951
N -1.39929 -1.03433 0.82736
N -1.17157 -1.18488 2.14877
C -1.99491 -2.11816 2.64294
B -0.11627 -0.32898 2.91306
N -0.30677 1.14004 2.47077
C -0.54001 2.24651 3.19015
C -0.59965 3.32326 2.32725
C -0.38360 2.76536 1.06417
N -0.20521 1.45384 1.16405
N 1.28483 -0.77196 2.45257
C 2.45197 -0.80937 3.10776
C 3.44569 -1.13780 2.20596
C 2.77584 -1.27170 0.98715
N 1.47379 -1.05660 1.14373
H -3.55602 -3.34985 1.67421
H -2.73932 -1.92358 -0.51392
H -1.96262 -2.36940 3.69006
H -0.27017 -0.44853 4.09712
H -0.64158 2.19229 4.26150
H -0.78110 4.35504 2.57147
H -0.33526 3.25110 0.10257
H 2.49387 -0.61450 4.16721
H 4.49921 -1.24567 2.39543
H 3.16450 -1.52178 0.01230
C -3.03076 7.20658 -10.54032
O -2.06468 6.20188 -10.29712
C -1.66685 6.01284 -9.01004
C -0.73410 4.99226 -8.80636
C -0.28062 4.70659 -7.54024
C -0.73992 5.44884 -6.43391
C -1.67262 6.46610 -6.65096
C -2.13195 6.75343 -7.92674
N -0.33017 5.21970 -5.13939
N 0.72879 4.47100 -4.96302
C 0.86016 3.52418 -4.05526
C 2.18079 3.09045 -3.74343
C 2.44242 2.16109 -2.76886
C 1.40693 1.58362 -2.01669
O 1.61025 0.76287 -1.04072
C 0.05422 1.92062 -2.36709
N -0.90983 1.26052 -1.67995
C -2.17527 1.54380 -1.91887
C -2.56855 2.49703 -2.85532
C -1.60092 3.15667 -3.58304
C -0.24615 2.87945 -3.35763
H -3.23414 7.17889 -11.60688
H -2.65279 8.19595 -10.27060
H -3.95490 7.00922 -9.99138
H -0.38478 4.43502 -9.66616
H 0.44446 3.92017 -7.37651
H -2.02797 7.03135 -5.79887
H -2.84625 7.55203 -8.06311
H 2.98860 3.54198 -4.30385
H 3.45895 1.87068 -2.53739
H -2.91157 0.99113 -1.34441
H -3.61861 2.70382 -3.00479
H -1.88056 3.88611 -4.32819
I 1.60060 -1.76973 -2.93345
C 0.09003 -1.61458 -1.47125
H 0.18648 -2.49578 -0.84624
H -0.85358 -1.60338 -2.01235

# 3
22
Properties=species:S:1:pos:R:3 method="wB97M-V/def2-TZVPD" largest_force_ev_per_a=4.420 energy_ha=-837.1726 e_above_lowest_ev=1.1871 orbital_gap_ev=8.4 e_homo_ev=-8.509
C 1.78609 2.93310 -0.87589
C 2.38546 -2.09246 -2.43115
C -1.57583 -1.24747 2.18650
C -1.61012 -0.07436 1.45492
C -0.45803 -2.02735 2.24482
C -0.51302 0.39171 0.80993
C 0.71578 -1.60087 1.62448
C 0.64781 -0.47630 0.78930
C 1.99105 3.87938 -0.02805
C 1.67929 -1.65040 -1.27871
N 1.55834 1.85887 -1.39111
N 2.90100 -2.56515 -3.35783
P 2.10923 -0.23530 -0.37126
H -2.45286 -1.74909 2.48036
H -2.43495 0.47236 1.38404
H -0.52704 -3.03234 2.70023
H -0.51865 1.33892 0.42055
H 1.61763 -2.08038 1.78253
H 1.19033 4.39318 0.50884
H 2.91802 4.47296 -0.07523
H 1.43138 1.82348 -2.39124
H 0.75524 -2.04342 -1.16638